Record 1
{
  "formula": "C25H25FN6O4",
  "method": "wB97M-V/def2-TZVPD",
  "e_tot_ev": -46178.0968,
  "e_above_lowest_ev": 0.000,
  "smiles": "Cc1ccc(-c2nnn(CC(=O)N(c3ccccc3F)[C@H](C(=O)NC3CCCC3)c3ccco3)n2)o1",
  "spin_multiplicity": 1,
  "gap_ev": 9.1,
  "symbols": ["F", "O", "O", "O", "O", "N", "N", "N", "N", "N", "N", "C", "C", "C", "C", "C", "C", "C", "C", "C", "C", "C", "C", "C", "C", "C", "C", "C", "C", "C", "C", "C", "C", "C", "C", "C", "H", "H", "H", "H", "H", "H", "H", "H", "H", "H", "H", "H", "H", "H", "H", "H", "H", "H", "H", "H", "H", "H", "H", "H", "H"],
  "xyz": [[-0.8040, 1.7309, 2.9842], [4.3766, 1.0586, 1.5902], [-2.5054, -1.7131, 1.5593], [-3.8165, 2.4781, 0.7795], [-2.2001, 0.4346, -2.4148], [1.8983, -0.3801, 1.8965], [-1.5327, 0.1736, 0.8111], [0.8837, -1.1480, 1.5652], [-2.6076, -1.5148, -1.3412], [2.1604, -1.3318, -0.0786], [1.0329, -1.7179, 0.3960], [-2.4124, 2.9348, -0.8877], [-2.2511, -2.4098, -2.4222], [-1.5545, -0.9537, 1.5483], [-3.8551, 3.7997, 0.5567], [-1.5355, -4.3089, -1.1165], [1.3551, 2.1106, -0.4774], [-3.0048, -4.5383, -1.5218], [-1.0053, -3.2225, -2.0568], [-0.0917, 1.8552, 1.8434], [5.8603, 1.0293, -0.0685], [-3.3214, -3.4879, -2.5974], [-2.4848, -0.1853, -1.4120], [-0.2948, -1.2778, 2.3607], [0.9682, 2.7388, 1.8049], [4.8273, 0.1258, -0.3893], [5.5385, 1.5713, 1.1463], [3.9434, 0.1792, 0.6588], [-3.0156, 4.1408, -0.4571], [1.6956, 2.8617, 0.6347], [2.7007, -0.4999, 0.8417], [-2.7059, 0.4817, -0.0307], [-2.9383, 1.9496, -0.1040], [0.2927, 1.2256, -0.4287], [6.2391, 2.5716, 1.9921], [-0.4391, 1.0750, 0.7440], [2.5296, 3.5446, 0.5928], [6.7274, 1.2500, -0.6565], [-0.5958, -3.6672, -2.9637], [7.1130, 2.9484, 1.4698], [-3.1598, -5.5449, -1.9080], [-3.6600, -4.4147, -0.6599], [-4.5109, 4.3811, 1.1739], [-2.1134, -1.7903, -3.3109], [6.5530, 2.1193, 2.9322], [5.5736, 3.4006, 2.2281], [-3.2264, -3.9203, -3.5933], [-0.2324, -2.6153, -1.5879], [1.9236, 2.2027, -1.3895], [-1.7101, 2.8072, -1.6836], [-0.4022, -2.3094, 2.7104], [-0.1998, -0.6135, 3.2221], [0.0301, 0.6401, -1.2953], [4.7311, -0.4858, -1.2617], [1.2079, 3.3118, 2.6859], [-4.3256, -3.0791, -2.4980], [-3.5653, 0.0149, 0.4655], [-2.8171, -1.9502, -0.4523], [-0.9460, -5.2208, -1.1936], [-2.8441, 5.1208, -0.8518], [-1.4768, -3.9666, -0.0834]]
}

---

Record 2
{
  "formula": "C25H25N2PPm",
  "method": "wB97M-V/def2-TZVPD",
  "e_tot_ev": -55143.3313,
  "spin_multiplicity": 5,
  "total_charge": -1,
  "gap_ev": [4.0, 4.0],
  "symbols": ["Pm", "P", "N", "N", "C", "C", "C", "C", "C", "C", "C", "C", "C", "C", "C", "C", "C", "C", "C", "C", "C", "C", "C", "C", "C", "C", "C", "C", "C", "H", "H", "H", "H", "H", "H", "H", "H", "H", "H", "H", "H", "H", "H", "H", "H", "H", "H", "H", "H", "H", "H", "H", "H", "H"],
  "xyz": [[0.3926, 2.1134, -1.9275], [-0.2436, -0.0975, 0.8800], [0.1332, 0.6821, -0.4721], [2.0104, 1.9785, -0.4652], [-1.4743, -2.1190, 4.7556], [-1.7947, -0.6645, 0.0845], [2.0968, 1.2805, -3.6489], [3.7327, -2.3929, 0.9417], [-2.0255, -0.5577, 3.0101], [-2.4470, -1.5152, 3.9445], [2.8391, -2.5236, 1.9847], [-3.9846, -1.8229, -1.1807], [0.2803, -1.0311, 3.4637], [-2.6595, -1.5165, 0.7743], [-2.0036, -0.4416, -1.2644], [1.2772, -1.0851, 0.8163], [0.7725, 0.8288, -4.0012], [2.1206, 2.7091, -3.7238], [-0.6866, -0.5357, 2.5650], [-0.3621, 4.2773, -1.2158], [0.3642, 3.9180, -0.1207], [0.8183, 3.1597, -4.1458], [-3.0957, -1.0210, -1.9091], [3.4241, -1.5855, -0.1630], [2.1912, -0.9191, -0.1967], [-0.0323, 1.9967, -4.2990], [1.5236, -2.0515, 1.8209], [-0.1365, -1.8615, 4.5222], [-3.7797, -2.0564, 0.1532], [-2.3962, -2.0386, 1.6937], [0.7323, -2.7152, 2.1938], [3.0692, -3.1540, 2.8587], [1.9996, -0.2828, -1.0706], [0.4000, -0.2121, -3.9421], [-1.7990, -2.6537, 5.6654], [1.2658, -0.5633, 3.4802], [1.3365, 4.3680, 0.0966], [-3.5201, -1.7972, 4.0116], [-1.3602, 3.8188, -1.4273], [0.0528, 4.9332, -2.0018], [2.9683, 3.3604, -3.4483], [2.7785, 1.9297, 0.3134], [0.6339, -2.2801, 5.1879], [-3.2095, -0.8610, -2.9915], [-1.1229, 2.0058, -4.4848], [2.9239, 0.6341, -3.3083], [-2.7254, 0.1830, 2.6358], [4.6721, -2.9553, 0.9435], [-4.8439, -2.2718, -1.6666], [4.1232, -1.4233, -0.9990], [-4.3294, -2.8077, 0.7250], [-1.3293, 0.1644, -1.9111], [0.4759, 4.2094, -4.1960], [-0.0472, 3.2635, 0.6590]]
}

---

Record 3
{
  "formula": "C25H25N3O",
  "method": "wB97M-V/def2-TZVPD",
  "e_tot_ev": -32844.7204,
  "e_above_lowest_ev": 5.857,
  "spin_multiplicity": 1,
  "gap_ev": 5.8,
  "symbols": ["O", "N", "N", "N", "C", "C", "C", "C", "C", "C", "C", "C", "C", "C", "C", "C", "C", "C", "C", "C", "C", "C", "C", "C", "C", "C", "C", "C", "C", "H", "H", "H", "H", "H", "H", "H", "H", "H", "H", "H", "H", "H", "H", "H", "H", "H", "H", "H", "H", "H", "H", "H", "H", "H"],
  "xyz": [[-1.8542, -0.2867, 4.8012], [-0.2533, 0.7231, -1.5303], [2.8361, 1.8935, 0.8265], [1.2335, 3.7760, -2.1816], [0.7126, 1.3481, 1.9020], [0.8543, 1.3649, -1.3024], [-4.1174, 0.9745, -2.8445], [-4.3777, -1.4231, -2.5215], [1.2243, -1.8752, -1.5133], [-0.7597, -0.4083, -1.9509], [-4.9282, -0.1730, -2.8510], [0.4939, -3.5407, -3.6627], [-0.6420, 1.0339, 1.6160], [2.0377, -2.9502, -1.8868], [3.6739, 2.8740, 0.1170], [1.0152, 2.6749, -1.8306], [-0.3109, -2.4578, -3.3046], [0.3556, 0.5509, 4.1889], [-3.0175, -1.5330, -2.2261], [-2.2009, -0.3807, -2.2259], [1.5188, 2.0544, 0.9291], [-0.9879, 0.2228, 3.8852], [0.0410, -1.6058, -2.2276], [-1.3630, -0.6642, 6.1156], [-2.7691, 0.8715, -2.5049], [3.5157, 0.6901, 1.3275], [1.1775, 1.0984, 3.2196], [1.6661, -3.8006, -2.9397], [-1.4704, 0.4804, 2.5730], [0.2039, -4.1959, -4.4851], [1.4811, -1.2716, -0.6343], [-2.1332, 1.7570, -2.4674], [-1.0351, 1.2295, 0.6226], [-0.9629, 0.2074, 6.6633], [-0.6041, -1.4630, 6.0406], [4.7189, 2.6347, 0.3322], [-4.5237, 1.9555, -3.0999], [3.5149, 2.8233, -0.9679], [-5.0133, -2.3110, -2.4971], [3.9818, 0.8814, 2.3080], [2.1930, 1.3774, 3.5064], [1.1002, 2.9956, 0.5381], [2.9601, -3.1337, -1.3262], [0.7357, 0.3478, 5.1942], [1.7635, 0.8126, -1.0380], [2.8123, -0.1436, 1.4147], [-1.2283, -2.2683, -3.8654], [3.4421, 3.8953, 0.4505], [4.3161, 0.4207, 0.6287], [-5.9869, -0.0953, -3.1203], [-2.2451, -1.0429, 6.6364], [-2.5756, -2.5027, -1.9895], [-2.5057, 0.2226, 2.3452], [2.2867, -4.6649, -3.1872]]
}

---

Record 4
{
  "formula": "C25H25N3O3",
  "method": "wB97M-V/def2-TZVPD",
  "e_tot_ev": -36944.8681,
  "e_above_lowest_ev": 0.008,
  "smiles": "CC(C)C(=O)Nc1ccc(C(=O)NNC(=O)C(c2ccccc2)c2ccccc2)cc1",
  "spin_multiplicity": 1,
  "gap_ev": 9.2,
  "symbols": ["O", "O", "O", "N", "N", "N", "C", "C", "C", "C", "C", "C", "C", "C", "C", "C", "C", "C", "C", "C", "C", "C", "C", "C", "C", "C", "C", "C", "C", "C", "C", "H", "H", "H", "H", "H", "H", "H", "H", "H", "H", "H", "H", "H", "H", "H", "H", "H", "H", "H", "H", "H", "H", "H", "H", "H"],
  "xyz": [[2.2145, -1.5940, 0.5209], [-2.1894, -0.3176, 1.5016], [-1.9537, 3.2233, -5.2498], [0.1432, -1.5600, 1.3572], [-0.2991, -0.6870, 0.3657], [-3.2126, 3.6356, -3.3954], [-2.8892, 1.7982, -0.2509], [-3.3874, 6.3074, -4.6768], [-1.3248, 0.8748, -1.8189], [2.5930, -4.0247, 2.0933], [3.3578, -1.0242, 3.3619], [-2.8234, 3.8475, -4.6872], [3.0529, -1.8533, 5.9844], [1.7698, -2.8462, 2.5685], [1.4379, -1.9449, 1.3883], [3.8956, -0.7948, 5.6908], [2.7857, -6.3852, 1.6680], [-5.0848, 4.6155, -5.4882], [-2.7427, 2.7032, -2.4750], [4.0758, -6.2020, 1.2018], [3.8879, -3.8467, 1.6262], [-1.7476, 1.7746, -2.7765], [4.0445, -0.3825, 4.3785], [4.6228, -4.9304, 1.1803], [-3.5998, 4.9655, -5.3791], [-1.4949, -0.0668, 0.5279], [-1.8831, 0.8779, -0.5424], [2.5104, -2.0856, 3.6496], [2.3644, -2.4930, 4.9702], [2.0475, -5.3010, 2.1087], [-3.3110, 2.7022, -1.1997], [-2.3256, 6.5192, -4.5743], [-3.8407, 7.1041, -5.2624], [4.6993, 0.4432, 4.1418], [-0.5476, -1.6798, 2.0897], [-4.0893, 3.4131, -0.9586], [4.6519, -7.0475, 0.8558], [-5.2125, 3.6459, -5.9642], [0.8329, -3.2242, 2.9905], [-3.3288, 1.7842, 0.7348], [-3.9487, 4.2318, -3.0430], [1.0382, -5.4517, 2.4670], [4.4332, -0.2938, 6.4822], [3.4806, -0.6919, 2.3423], [1.7105, -3.3213, 5.2043], [-5.5957, 5.3630, -6.0908], [-0.5715, 0.1511, -2.0905], [2.3505, -7.3739, 1.6868], [-1.3160, 1.7639, -3.7631], [0.4291, -0.4378, -0.2907], [-3.8391, 6.3215, -3.6863], [-5.5650, 4.5856, -4.5117], [5.6283, -4.7812, 0.8150], [2.9307, -2.1820, 7.0061], [-3.1824, 5.0310, -6.3885], [4.3172, -2.8583, 1.6039]]
}